Record 1
One molecule with the formula C22H27N5O3 at a distorted geometry. Source: the Open Molecules 2025 dataset; level of theory: ωB97M-V/def2-TZVPD.

The geometry in XYZ format:
```
57
Properties=species:S:1:pos:R:3:forces:R:3
C 4.254 0.003 -1.695 -0.03 -0.03 -0.04
C 4.112 1.373 -2.287 -0.03 -0.14 -0.17
C 4.607 2.478 -1.606 -0.05 0.01 -0.10
C 4.506 3.746 -2.143 0.04 0.07 0.06
C 3.928 3.923 -3.386 -0.03 -0.06 0.04
C 3.422 2.843 -4.097 -0.05 -0.18 -0.08
C 3.500 1.570 -3.526 0.08 0.14 0.15
O 3.001 0.468 -4.217 0.46 0.25 0.04
C 1.597 0.306 -4.141 -0.30 -0.15 0.07
C 1.130 0.074 -2.740 -0.10 0.89 0.56
C 0.966 0.919 -1.680 -0.07 -0.58 -0.44
C 0.570 0.062 -0.617 0.26 -0.01 -1.08
N 0.508 -1.177 -1.044 -0.25 -0.19 0.74
O 0.853 -1.179 -2.348 0.18 0.05 -0.51
C 0.271 0.587 0.744 -0.01 0.01 0.51
O 0.255 1.801 0.901 0.03 0.06 -0.34
N 0.070 -0.269 1.763 -0.04 0.08 0.17
C -0.006 -1.709 1.719 -0.19 -0.60 -0.19
H 0.237 -2.065 0.720 -0.02 -0.06 0.34
C -1.413 -2.160 2.116 0.34 -0.02 -0.19
N -1.707 -1.665 3.452 -0.21 -0.03 0.00
C -1.680 -0.211 3.455 0.27 0.22 -0.03
C -0.279 0.257 3.066 -0.24 0.40 0.29
H -0.234 1.345 3.019 0.02 -0.17 0.06
H 0.446 -0.114 3.799 -0.02 0.03 -0.02
H -1.912 0.142 4.463 -0.01 0.04 0.00
H -2.416 0.206 2.753 0.10 0.03 0.11
C -2.908 -2.225 4.026 0.11 -0.06 0.11
C -4.192 -1.919 3.313 -0.07 -0.06 0.07
N -4.338 -1.200 2.229 0.53 0.10 -0.02
C -5.668 -1.197 1.951 -0.30 -0.12 0.12
C -6.338 -1.927 2.885 -0.23 0.14 -0.25
N -5.390 -2.390 3.758 0.13 0.23 -0.31
C -5.621 -3.211 4.911 0.08 -0.25 0.38
H -6.686 -3.417 4.998 0.07 0.01 0.00
H -5.083 -4.158 4.823 -0.08 0.03 0.04
H -5.283 -2.704 5.818 -0.07 -0.05 -0.02
H -7.378 -2.154 3.004 -0.21 -0.07 0.05
H -6.048 -0.669 1.100 -0.19 0.07 -0.15
H -2.779 -3.315 4.069 -0.02 0.07 0.10
H -2.982 -1.863 5.060 0.00 -0.12 -0.03
H -1.449 -3.252 2.132 0.00 -0.03 -0.03
H -2.140 -1.790 1.380 0.11 -0.09 0.02
H 0.711 -2.108 2.446 -0.01 -0.02 -0.07
H 1.102 1.977 -1.627 0.03 0.25 -0.03
H 1.078 1.185 -4.547 0.08 -0.15 0.02
H 1.372 -0.572 -4.750 -0.08 0.16 0.03
C 2.825 3.049 -5.457 -0.02 -0.06 0.02
H 1.780 3.356 -5.379 -0.06 0.00 -0.08
H 3.361 3.834 -5.987 -0.01 0.04 -0.06
H 2.878 2.132 -6.040 -0.04 0.01 -0.09
H 3.869 4.911 -3.820 0.00 0.10 -0.06
H 4.888 4.597 -1.599 0.04 0.07 0.05
H 5.073 2.332 -0.642 0.05 -0.02 0.11
H 5.299 -0.193 -1.460 0.06 -0.05 0.03
H 3.907 -0.756 -2.390 0.01 -0.08 0.07
H 3.684 -0.073 -0.769 -0.03 -0.07 0.04
```
Forces are in eV/Å.

- Energy relative to the best compared isomer or geometry (same formula, charge and spin): 330.1 kJ/mol
- Energy: -1353.98967 Eh
- HOMO: -0.3115 hartree
- SMILES: Cc1cccc(C)c1OCc1cc(C(=O)N2CCN(Cc3nccn3C)CC2)no1
- LUMO energy: 0.6753 eV
- Charge: 0

Taken from the Löwdin analysis, the atomic charges in e are:
1. C -0.02
2. C -0.20
3. C -0.04
4. C -0.08
5. C -0.05
6. C -0.20
7. C -0.20
8. O -0.06
9. C -0.10
10. C -0.22
11. C 0.07
12. C -0.16
13. N 0.11
14. O 0.04
15. C -0.39
16. O 0.06
17. N -0.04
18. C -0.13
19. H 0.09
20. C -0.16
21. N -0.16
22. C -0.16
23. C -0.11
24. H 0.12
25. H 0.13
26. H 0.13
27. H 0.12
28. C -0.13
29. C -0.30
30. N 0.10
31. C -0.14
32. C -0.08
33. N -0.10
34. C -0.02
35. H 0.09
36. H 0.09
37. H 0.09
38. H 0.11
39. H 0.09
40. H 0.13
41. H 0.13
42. H 0.13
43. H 0.12
44. H 0.13
45. H 0.13
46. H 0.13
47. H 0.14
48. C -0.04
49. H 0.08
50. H 0.08
51. H 0.08
52. H 0.11
53. H 0.10
54. H 0.11
55. H 0.09
56. H 0.08
57. H 0.08

=====

Record 2
A 2-piece molecular cluster, C4H4O4 overall at a distorted geometry. Source: the Open Molecules 2025 dataset; level of theory: ωB97M-V/def2-TZVPD.

The geometry in XYZ format:
```
12
Properties=species:S:1:pos:R:3:forces:R:3
C -2.303 -0.635 -0.577 -1.50 -1.90 -3.72
C 1.904 -0.241 -0.499 2.35 -1.26 3.71
C 0.323 1.017 0.690 -3.88 5.85 3.93
C 0.877 -0.228 0.610 2.83 -6.49 -0.68
O -2.695 0.142 -1.466 -0.56 1.37 -0.74
O 3.054 -0.710 -0.080 -1.13 0.05 -0.93
O -2.339 -1.885 -0.720 0.43 -0.03 1.55
O 1.697 0.387 -1.519 -0.48 0.44 -1.60
H 0.044 1.394 1.735 0.23 -0.51 -1.07
H 0.572 1.865 0.109 0.31 0.22 -1.11
H -1.976 -0.079 0.237 1.27 0.46 2.84
H 0.842 -1.027 1.480 0.13 1.81 -2.17
```
Forces are in eV/Å.

- Energy relative to the best compared isomer or geometry (same formula, charge and spin): 56.9 kJ/mol
- Energy: -455.58975 Eh
- Spin multiplicity: 3
- ⟨S²⟩: 2.011
- HOMO (alpha / beta): 0.0648 / -0.0249 hartree
- LUMO energy (alpha / beta): 6.9644 / 5.4447 eV
- Charge: -2

Taken from the Löwdin analysis, the atomic charges in e are:
1. C -0.69
2. C -0.77
3. C -0.09
4. C -0.14
5. O -0.16
6. O -0.17
7. O -0.18
8. O -0.03
9. H 0.04
10. H 0.03
11. H 0.04
12. H 0.12

=====

Record 3
One molecule with the formula C6H11N3O2 at a distorted geometry. Source: the Open Molecules 2025 dataset; level of theory: ωB97M-V/def2-TZVPD.

The geometry in XYZ format:
```
22
Properties=species:S:1:pos:R:3:forces:R:3
C -2.259 0.571 1.573 2.61 -0.69 0.05
C 0.021 0.931 1.552 -1.72 0.99 1.04
C 1.396 -1.378 0.103 -0.88 2.60 -0.45
C -0.285 -0.949 -1.727 -0.91 1.28 -0.86
C 1.461 0.875 -1.182 0.99 -2.09 0.23
C 0.547 -0.253 -0.567 0.58 -1.01 -0.86
N -1.200 1.150 2.266 0.62 0.25 -0.50
N -1.651 -0.062 0.508 0.06 1.28 2.76
N -0.343 0.314 0.417 0.66 0.25 -0.56
O -3.380 0.470 1.905 -3.12 0.18 0.58
O 1.098 1.296 1.917 1.54 0.28 0.14
H 1.861 -0.819 0.933 0.29 -0.84 -0.18
H 0.621 -2.084 0.466 1.29 -0.39 -0.48
H 2.097 -1.500 -0.743 -0.03 -1.49 0.98
H -1.247 -0.355 -1.976 2.08 0.16 -0.58
H -0.889 -1.834 -1.493 1.19 -0.64 0.60
H 0.427 -1.154 -2.626 -1.66 0.45 1.55
H 2.571 0.853 -1.038 -0.99 -0.59 0.54
H 1.354 0.786 -2.225 -0.19 0.14 -1.50
H 1.175 1.830 -0.913 -0.88 1.93 0.73
H -1.286 1.800 3.061 0.09 -0.82 -0.83
H -2.089 -0.489 -0.212 -1.63 -1.22 -2.39
```
Forces are in eV/Å.

- Energy relative to the best compared isomer or geometry (same formula, charge and spin): 0.0 kJ/mol
- Energy: -549.94682 Eh
- HOMO: -0.3181 hartree
- SMILES: CC(C)(C)n1[nH]c(=O)[nH]c1=O
- LUMO energy: 0.5450 eV
- Charge: 0

Taken from the Löwdin analysis, the atomic charges in e are:
1. C -0.54
2. C -0.50
3. C -0.02
4. C -0.05
5. C -0.01
6. C -0.50
7. N 0.22
8. N 0.16
9. N -0.01
10. O 0.11
11. O 0.09
12. H 0.08
13. H 0.10
14. H 0.09
15. H 0.10
16. H 0.07
17. H 0.12
18. H 0.11
19. H 0.05
20. H 0.05
21. H 0.18
22. H 0.10

=====

Record 4
A 2-piece molecular cluster, C4H12N4 overall. Source: the Open Molecules 2025 dataset; level of theory: ωB97M-V/def2-TZVPD.

The geometry in XYZ format:
```
20
Properties=species:S:1:pos:R:3:forces:R:3
C -0.144 -1.543 -1.089 -0.86 -0.10 0.11
C 1.673 -0.227 0.846 -0.27 0.17 -0.11
C 1.064 1.257 -1.000 -0.06 -0.11 0.27
N -1.554 -0.271 -0.193 0.60 0.17 -0.12
N 0.630 0.207 -0.076 0.01 0.28 -0.08
C -0.677 0.428 0.525 0.52 -0.05 0.63
N -2.805 -0.475 0.389 0.07 -0.16 -0.18
N -0.901 1.105 1.607 -0.08 -0.29 -0.48
H -3.505 0.064 -0.111 0.09 -0.08 0.02
H -2.796 -0.165 1.363 0.16 -0.03 -0.12
H -0.044 1.462 2.019 -0.01 0.05 -0.14
H -0.555 -1.280 -2.053 -0.13 -0.07 0.07
H -0.664 -2.341 -0.576 -0.11 -0.09 -0.19
H 0.920 -1.750 -1.169 0.08 0.28 0.32
H 1.995 0.593 1.497 0.05 -0.02 0.02
H 2.540 -0.575 0.281 -0.06 0.00 -0.03
H 1.297 -1.040 1.467 0.00 0.02 -0.03
H 0.232 1.518 -1.652 0.02 0.02 0.04
H 1.405 2.149 -0.463 0.00 0.02 -0.05
H 1.888 0.882 -1.611 -0.03 -0.02 0.04
```
Forces are in eV/Å.

- Energy relative to the best compared isomer or geometry (same formula, charge and spin): 472.0 kJ/mol
- Energy: -378.45846 Eh
- HOMO (alpha / beta): -0.2702 / -0.2703 hartree
- LUMO energy (alpha / beta): 0.3924 / 0.3928 eV
- Charge: 0

Taken from the Löwdin analysis, the atomic charges in e are:
1. C 0.13
2. C -0.07
3. C -0.05
4. N -0.10
5. N -0.27
6. C -0.56
7. N 0.01
8. N 0.11
9. H 0.07
10. H 0.06
11. H 0.02
12. H 0.05
13. H 0.04
14. H 0.04
15. H 0.09
16. H 0.09
17. H 0.10
18. H 0.09
19. H 0.09
20. H 0.09

=====

Record 5
One molecule with the formula C6H14OSSi at a distorted geometry. Source: the Open Molecules 2025 dataset; level of theory: ωB97M-V/def2-TZVPD.

The geometry in XYZ format:
```
23
Properties=species:S:1:pos:R:3:forces:R:3
C 0.540 0.909 -1.891 -1.83 -0.01 -0.30
C 0.923 -0.258 -0.953 -3.48 1.28 -1.09
C -1.331 -2.127 -0.035 1.10 -1.39 1.14
C -0.987 1.016 1.277 0.31 -0.07 -1.97
C 0.990 -1.054 1.896 0.91 -1.24 -0.93
C 1.456 2.058 -2.183 1.15 0.13 -0.41
O 1.189 3.069 -1.211 0.91 -0.24 -0.30
Si -0.245 -0.651 0.527 0.12 0.81 -0.02
S 0.636 -0.631 -2.734 0.36 -1.08 -0.05
H -0.597 1.201 -1.984 2.16 -0.25 0.96
H 1.920 -0.407 -0.749 2.32 0.29 0.40
H -1.031 -3.068 0.585 -0.34 1.59 -1.01
H -2.381 -2.022 0.144 -0.71 0.27 0.14
H -1.206 -2.399 -1.096 0.14 0.34 0.38
H -1.915 0.773 1.744 -0.73 -0.20 0.67
H -0.239 1.293 2.056 -0.70 0.31 -0.84
H -1.282 1.833 0.510 0.90 -1.14 1.34
H 1.410 -0.187 2.394 -0.07 0.37 -0.19
H 0.594 -1.692 2.727 0.62 0.01 -0.99
H 1.863 -1.476 1.243 -1.30 -0.02 1.80
H 1.336 2.531 -3.187 -0.13 -0.72 0.45
H 2.514 1.682 -2.117 -0.85 0.56 0.10
H 0.300 2.847 -0.972 -0.87 0.39 0.71
```
Forces are in eV/Å.

- Energy relative to the best compared isomer or geometry (same formula, charge and spin): 0.0 kJ/mol
- Energy: -999.88363 Eh
- HOMO: -0.3216 hartree
- SMILES: C[Si](C)(C)[C@H]1S[C@@H]1CO
- LUMO energy: 0.7460 eV
- Charge: 0

Taken from the Löwdin analysis, the atomic charges in e are:
1. C -0.68
2. C -0.53
3. C -0.19
4. C -0.17
5. C -0.21
6. C -0.28
7. O -0.06
8. Si 0.58
9. S 0.83
10. H 0.14
11. H 0.02
12. H 0.06
13. H 0.00
14. H 0.01
15. H -0.01
16. H 0.03
17. H 0.04
18. H 0.01
19. H 0.04
20. H 0.06
21. H 0.12
22. H 0.13
23. H 0.04

=====

Record 6
AlAs2F12 as an isolated structure at a distorted geometry. Source: the Open Molecules 2025 dataset; level of theory: ωB97M-V/def2-TZVPD.

The geometry in XYZ format:
```
15
Properties=species:S:1:pos:R:3:forces:R:3
Al -0.078 0.280 -0.181 0.02 -0.12 0.01
As -1.344 2.239 3.931 -0.74 0.64 1.59
F -0.806 1.774 2.266 0.02 -0.02 0.44
F -3.052 1.935 3.377 2.66 0.56 1.12
F -1.763 2.843 5.634 0.35 -0.99 -2.97
F 0.384 2.474 4.385 -1.91 -0.20 -0.78
F -1.425 3.984 3.292 0.14 -2.67 0.98
F -1.191 0.527 4.532 -0.30 2.34 -1.03
As 1.330 -2.307 -3.896 0.07 -0.55 -1.37
F 1.708 -3.825 -3.011 -0.77 1.85 -1.01
F 0.631 -1.583 -2.344 0.33 -0.47 -0.58
F 1.006 -0.714 -4.640 0.24 -1.65 0.75
F 1.948 -2.953 -5.474 -0.83 0.71 2.01
F -0.304 -2.901 -4.365 1.95 0.76 0.88
F 2.957 -1.773 -3.507 -1.22 -0.18 -0.02
```
Forces are in eV/Å.

- Energy relative to the best compared isomer or geometry (same formula, charge and spin): 501.7 kJ/mol
- Energy: -5911.77461 Eh
- HOMO: -0.5998 hartree
- LUMO energy: -14.6034 eV
- Charge: +1

Taken from the Löwdin analysis, the atomic charges in e are:
1. Al 1.34
2. As 1.04
3. F -0.35
4. F -0.20
5. F -0.16
6. F -0.16
7. F -0.16
8. F -0.18
9. As 0.96
10. F -0.15
11. F -0.36
12. F -0.18
13. F -0.14
14. F -0.15
15. F -0.15